(1)
Density functional theory data (ωB97M-V with the def2-TZVPD basis set) for a molecular structure, C12H28N4O4Sn at a distorted geometry.

Last column: Löwdin charge in e.
Atoms and positions in Å:
Sn: 8.090 -6.484 -0.247  1.824
C: 4.287 -4.611 2.343  0.029
C: 4.721 -4.779 0.896  -0.527
O: 5.917 -4.849 0.576  -0.123
N: 3.748 -4.929 -0.021  0.042
C: 3.976 -5.064 -1.447  -0.054
H: 3.968 -3.582 2.485  0.104
H: 5.208 -4.802 2.897  0.073
H: 3.658 -5.446 2.644  0.086
H: 2.903 -4.435 0.235  0.156
H: 3.078 -5.486 -1.897  0.096
H: 4.762 -5.777 -1.688  0.062
H: 4.225 -4.162 -2.009  0.097
C: 6.423 -9.107 3.993  0.039
C: 7.132 -7.952 3.329  -0.495
O: 7.256 -7.867 2.080  -0.149
N: 7.379 -6.871 4.057  0.034
C: 6.984 -6.441 5.406  -0.031
H: 6.217 -8.993 5.059  0.084
H: 7.155 -9.916 4.081  0.109
H: 5.511 -9.415 3.495  0.077
H: 7.840 -6.142 3.532  0.136
H: 6.037 -6.927 5.650  0.083
H: 6.925 -5.368 5.529  0.096
H: 7.633 -6.959 6.115  0.098
C: 4.002 -8.153 1.156  0.011
C: 4.569 -8.443 -0.182  -0.513
O: 5.645 -7.882 -0.491  -0.163
N: 3.957 -9.239 -1.053  0.045
C: 4.523 -9.772 -2.300  -0.017
H: 4.647 -7.459 1.689  0.059
H: 4.084 -9.021 1.817  0.089
H: 2.963 -7.834 1.227  0.103
H: 3.028 -9.521 -0.777  0.155
H: 5.366 -9.183 -2.649  0.079
H: 3.768 -9.677 -3.076  0.095
H: 4.850 -10.784 -2.076  0.098
C: 13.055 -5.466 0.031  0.024
C: 11.843 -5.241 -0.867  -0.518
O: 10.735 -5.758 -0.670  -0.185
N: 12.153 -4.561 -1.972  0.038
C: 11.156 -4.233 -2.974  -0.050
H: 12.892 -6.388 0.587  0.089
H: 13.253 -4.623 0.687  0.097
H: 13.913 -5.672 -0.607  0.092
H: 13.060 -4.137 -2.064  0.155
H: 10.663 -5.127 -3.353  0.087
H: 11.484 -3.589 -3.785  0.099
H: 10.366 -3.636 -2.504  0.087

The frontier orbital gap comes out at 7.280 eV. Its total energy is -32866.3122 eV. The value obtained for the max |F| is 2.64 eV Å⁻¹. The value obtained for the energy above the lowest of the compared OMol25 structures with the same formula, charge and spin is 103.2 kJ/mol. Its net charge is +2. The HOMO energy is -15.42 eV.



(2)
Density functional theory data (ωB97M-V with the def2-TZVPD basis set) for a molecular structure, C12H28N4O8SZn at a distorted geometry.

Last column: Löwdin spin population.
Atoms and positions in Å:
Zn: -0.176 -0.030 -0.899  0.039
S: -1.152 0.110 -3.207  -0.029
O: -2.332 0.948 -3.289  0.358
O: -1.351 -0.868 -2.154  0.379
O: -0.704 -0.455 -4.441  0.014
O: -0.072 0.827 -2.549  0.232
C: 0.827 -2.204 2.595  0.000
C: -0.465 -1.722 1.850  0.000
O: -0.266 -1.153 0.779  0.002
N: -1.653 -2.114 2.267  0.000
C: -2.963 -1.817 1.685  0.000
H: 0.613 -2.708 3.538  0.000
H: 1.390 -1.332 2.928  0.000
H: 1.438 -2.828 1.943  0.000
H: -1.697 -2.743 3.056  0.000
H: -2.869 -2.120 0.642  0.000
H: -3.290 -0.796 1.880  0.000
H: -3.724 -2.505 2.054  0.000
C: 3.076 1.571 1.427  0.000
C: 1.927 1.957 0.584  0.000
O: 1.135 1.108 0.141  0.002
N: 1.793 3.285 0.347  0.000
C: 0.687 3.869 -0.387  0.000
H: 3.434 0.594 1.102  0.000
H: 2.731 1.470 2.457  0.000
H: 3.853 2.331 1.352  0.000
H: 2.604 3.839 0.580  0.000
H: 1.022 4.090 -1.400  0.000
H: 0.573 4.829 0.117  0.000
H: -0.238 3.292 -0.358  0.000
C: 3.293 -2.428 -0.848  0.000
C: 2.125 -2.215 -1.810  0.000
O: 1.232 -1.370 -1.591  0.003
N: 2.183 -3.075 -2.864  0.002
C: 1.333 -2.862 -4.022  0.000
H: 3.998 -3.107 -1.327  0.000
H: 2.922 -2.896 0.064  0.000
H: 3.822 -1.504 -0.618  0.000
H: 2.921 -3.762 -2.923  0.000
H: 1.670 -3.609 -4.741  0.000
H: 1.398 -1.879 -4.489  0.000
H: 0.280 -2.961 -3.757  0.000
C: -3.929 1.462 -0.172  0.000
C: -2.641 1.471 0.606  0.000
O: -1.638 0.993 0.110  -0.002
N: -2.595 2.151 1.794  0.000
C: -1.354 2.457 2.545  0.000
H: -4.708 2.037 0.328  0.000
H: -4.286 0.433 -0.233  0.000
H: -3.684 1.833 -1.167  0.000
H: -3.449 2.583 2.117  0.000
H: -1.561 2.510 3.614  0.000
H: -0.843 3.371 2.242  0.000
H: -0.637 1.638 2.503  0.000

As for the multiplicity: 2. The frontier orbital gap (alpha / beta) comes out at 10.519 / 6.297 eV. Its total energy is -94487.1597 eV. The expectation value of S² is 0.760. The value obtained for the max |F| is 4.87 eV Å⁻¹. Its net charge is +1. The HOMO energy (alpha / beta) is -12.58 / -12.53 eV.



(3)
Density functional theory data (ωB97M-V with the def2-TZVPD basis set) for 2 unconnected molecules or ions with the total composition C12H28N6O7P at a distorted geometry.

Last column: Löwdin charge in e.
Atoms and positions in Å:
C: 6.841 1.652 1.574  -0.102
C: 6.541 1.301 0.095  -0.197
C: 5.064 1.581 -0.338  -0.143
O: 4.221 1.404 0.817  -0.026
N: 2.998 1.969 0.691  -0.037
C: 2.517 3.050 -0.036  0.085
C: 1.199 3.148 0.300  -0.132
C: 0.339 4.253 -0.302  -0.108
O: 1.012 5.514 -0.104  -0.138
N: 0.167 6.427 0.611  0.001
O: 0.379 6.387 1.750  0.122
N: 0.875 2.169 1.224  0.019
C: -0.424 1.967 1.864  -0.024
C: -1.323 0.826 1.198  -0.630
N: -1.668 -0.137 2.268  0.078
N: -0.640 0.087 0.145  0.110
N: -2.617 1.382 0.776  0.085
C: 2.003 1.488 1.412  0.015
H: 6.152 1.207 2.303  0.069
H: 6.946 2.734 1.754  0.081
H: 7.837 1.228 1.802  0.082
H: 7.187 1.950 -0.521  0.116
H: 6.845 0.264 -0.095  0.110
H: 5.056 2.591 -0.765  0.118
H: 4.824 0.798 -1.079  0.136
H: 3.115 3.664 -0.701  0.152
H: -0.651 4.326 0.174  0.116
H: 0.287 4.096 -1.389  0.139
H: -0.975 2.917 1.868  0.121
H: -0.219 1.683 2.908  0.133
H: -0.829 -0.588 2.625  0.091
H: -2.120 0.400 3.004  0.088
H: -0.988 -0.869 0.240  0.070
H: -1.065 0.396 -0.731  0.087
H: -2.527 1.907 -0.088  0.080
H: -2.987 1.962 1.523  0.083
H: 2.162 0.642 2.080  0.186
C: -3.224 -4.624 -4.015  -0.121
O: -4.028 -3.881 -3.110  -0.271
P: -3.916 -4.009 -1.452  0.611
O: -2.631 -4.779 -1.329  -0.283
O: -5.247 -4.907 -1.352  -0.250
C: -5.253 -6.219 -1.895  -0.096
O: -4.092 -3.625 0.171  -0.223
C: -3.221 -2.596 0.660  -0.150
H: -2.577 -3.941 -4.567  0.085
H: -2.618 -5.394 -3.547  0.078
H: -3.901 -5.104 -4.725  0.094
H: -4.266 -6.681 -1.853  0.088
H: -5.607 -6.192 -2.927  0.088
H: -5.948 -6.819 -1.309  0.093
H: -3.178 -1.755 -0.032  0.063
H: -2.220 -3.005 0.813  0.079
H: -3.608 -2.245 1.613  0.079

The frontier orbital gap comes out at 8.037 eV. Its total energy is -45447.2971 eV. The value obtained for the max |F| is 7.60 eV Å⁻¹. Its net charge is +1. The HOMO energy is -11.47 eV.



(4)
Density functional theory data (ωB97M-V with the def2-TZVPD basis set) for a molecular structure, C12H29AsBBrNO2S at a distorted geometry.

Last column: Löwdin charge in e.
Atoms and positions in Å:
C: 3.288 -1.861 2.301  -0.135
C: 4.121 -1.456 0.958  -0.242
C: 3.101 -0.954 -0.170  -0.252
C: 3.027 0.662 -0.302  -0.214
C: 2.097 1.351 0.810  -0.208
C: 1.369 2.638 0.183  -0.227
C: -0.209 2.350 -0.091  -0.272
C: -0.474 1.610 -1.492  -0.370
As: -1.383 -0.197 -1.340  0.531
S: -2.442 -2.215 -1.294  0.325
C: 0.147 -0.984 -2.453  -0.361
C: 0.168 -2.571 -2.553  -0.815
O: -0.245 -3.156 -3.590  -0.115
Br: 0.879 -3.781 -1.103  0.540
B: -3.036 0.635 -0.391  -0.646
O: -3.330 2.018 -0.786  -0.021
N: -3.853 -0.155 0.575  -0.195
C: -3.084 -0.582 1.775  -0.149
C: -5.130 0.517 0.958  -0.116
H: 3.630 -2.908 2.634  0.062
H: 3.503 -1.142 3.172  0.065
H: 2.159 -1.889 2.077  0.069
H: 4.862 -0.648 1.286  0.095
H: 4.703 -2.384 0.597  0.099
H: 2.020 -1.310 0.014  0.052
H: 3.495 -1.319 -1.187  0.105
H: 2.622 0.909 -1.344  0.083
H: 4.096 1.078 -0.229  0.105
H: 1.372 0.636 1.327  0.100
H: 2.809 1.751 1.629  0.102
H: 1.902 3.086 -0.720  0.107
H: 1.391 3.461 0.998  0.095
H: -0.694 3.396 -0.129  0.098
H: -0.586 1.791 0.829  0.090
H: -1.062 2.316 -2.169  0.068
H: 0.558 1.481 -1.994  0.052
H: -2.127 0.094 -2.696  -0.003
H: -0.629 -0.427 0.007  -0.026
H: -1.918 -2.875 -0.179  -0.188
H: 1.178 -0.633 -2.116  0.038
H: 0.012 -0.597 -3.530  0.091
H: -3.081 2.565 -0.011  0.081
H: -3.698 -1.432 2.268  0.092
H: -2.065 -1.040 1.544  0.058
H: -3.022 0.248 2.579  0.094
H: -5.975 0.132 0.289  0.095
H: -5.389 0.138 2.021  0.083
H: -5.077 1.652 1.038  0.080

The frontier orbital gap comes out at 6.599 eV. Its total energy is -160888.6127 eV. The value obtained for the max |F| is 5.63 eV Å⁻¹. Its net charge is -1. The HOMO energy is -3.70 eV.



(5)
Density functional theory data (ωB97M-V with the def2-TZVPD basis set) for a molecular structure, C12H29BO5PTi at a distorted geometry.

Last column: Löwdin charge in e.
Atoms and positions in Å:
C: 1.282 0.815 3.075  -0.051
C: -0.200 0.250 3.469  -0.316
O: -1.255 0.429 2.479  -0.326
C: -0.895 0.028 1.123  -0.270
P: -0.595 -1.841 0.846  0.569
B: -0.669 -3.788 0.708  -0.419
C: -2.014 -4.630 0.270  -0.071
O: 0.552 -4.577 1.051  -0.012
O: 1.051 -1.694 0.191  -0.340
C: 1.017 -1.995 -1.278  -0.166
C: -0.409 -1.355 -1.872  -0.269
C: 0.067 0.171 -2.317  -0.159
C: -1.154 1.122 -2.859  -0.195
C: -1.407 2.479 -1.953  -0.209
C: -0.131 3.533 -1.965  -0.155
C: 0.794 3.455 -0.593  -0.221
O: 2.091 2.886 -0.999  -0.268
C: 2.987 2.665 0.148  -0.116
O: -1.330 -1.516 -0.736  -0.333
H: 1.177 1.777 2.403  0.083
H: 1.986 1.038 3.992  0.115
H: 1.831 0.004 2.395  0.111
H: -0.117 -0.880 3.845  0.075
H: -0.540 0.855 4.442  0.151
H: -0.015 0.667 0.630  0.113
H: -1.844 0.291 0.444  0.140
H: 0.089 -2.135 2.078  0.028
H: -1.964 -2.001 1.355  -0.011
H: -3.013 -4.243 0.774  0.069
H: -2.118 -4.735 -0.911  0.105
H: -1.871 -5.746 0.666  0.089
H: 1.130 -4.685 0.234  0.118
H: 1.880 -1.464 -1.899  0.132
H: 1.232 -3.132 -1.552  0.128
H: -0.718 -1.807 -2.924  0.167
H: 0.671 0.675 -1.443  0.104
H: 0.837 0.061 -3.223  0.136
H: -0.925 1.426 -3.990  0.124
H: -2.158 0.498 -2.874  0.117
H: -1.721 2.214 -0.834  0.097
H: -2.322 3.085 -2.422  0.116
H: -0.602 4.627 -2.021  0.118
H: 0.538 3.365 -2.934  0.134
H: 0.933 4.519 -0.084  0.138
H: 0.205 2.786 0.166  0.091
H: 3.272 1.526 0.148  0.103
H: 3.978 3.262 -0.073  0.107
H: 2.565 3.045 1.180  0.088
Ti: -2.179 -1.326 3.644  1.244

The frontier orbital gap comes out at 5.165 eV. Its total energy is -56212.8054 eV. The value obtained for the max |F| is 4.01 eV Å⁻¹. Its net charge is +1. The HOMO energy is -11.06 eV.



(6)
Density functional theory data (ωB97M-V with the def2-TZVPD basis set) for a molecular structure, C12H29Br3Cl2CsF2KN2O5 at a distorted geometry.

Last column: Löwdin charge in e.
Atoms and positions in Å:
O: -2.117 -0.904 -1.729  0.106
C: -1.714 -0.286 -0.814  -0.682
Cl: 0.066 -0.527 -0.371  0.625
C: -2.542 0.651 0.035  -0.180
C: -1.944 2.029 0.075  -0.337
C: -0.966 2.124 1.220  -0.135
N: -0.480 3.540 1.247  0.042
C: 0.251 3.874 -0.005  -0.582
Br: 2.176 3.728 0.457  0.406
C: -0.028 2.901 -1.165  -0.253
N: -1.361 2.390 -1.212  0.046
H: -3.590 0.742 -0.376  0.092
H: -2.623 0.247 1.054  -0.028
H: -2.776 2.676 0.350  0.156
H: -0.159 1.405 1.192  0.056
H: -1.527 1.962 2.121  0.064
H: -1.259 4.186 1.359  0.181
H: 0.153 3.744 2.022  0.137
H: 0.109 4.934 -0.242  -0.048
H: 0.141 3.458 -2.077  0.126
H: 0.723 2.124 -1.158  0.072
H: -1.977 2.950 -1.774  0.135
Br: -2.960 0.064 3.189  1.027
C: -2.031 -0.839 4.587  -0.690
C: -0.745 -0.141 4.924  -0.660
Br: 0.678 -0.421 3.604  0.606
H: -1.912 -1.864 4.253  0.064
H: -2.750 -0.806 5.507  -0.145
H: -0.347 -0.527 5.858  0.061
H: -0.868 0.935 5.003  0.041
F: -4.239 0.709 -1.872  -0.587
K: 0.451 6.751 -1.154  0.532
C: 2.157 -2.535 -2.891  -0.304
O: 3.417 -2.800 -3.208  -0.142
H: 1.666 -1.712 -3.476  0.101
H: 1.433 -3.373 -3.066  0.095
H: 1.935 -2.253 -1.839  0.032
O: 5.457 -1.213 -1.836  -0.082
H: 4.736 -1.709 -2.265  -0.012
H: 5.181 -1.183 -0.919  0.012
F: -1.887 -1.761 1.994  -0.534
O: 2.830 8.290 1.685  0.022
H: 3.268 9.117 1.328  0.101
H: 3.056 8.139 2.656  0.088
H: 3.095 7.434 1.104  0.053
Cl: -4.460 -0.860 6.294  -0.237
C: -1.174 -6.838 -3.732  -0.024
C: 0.272 -6.481 -3.483  -0.503
O: 0.810 -5.579 -4.075  0.066
C: 1.015 -7.303 -2.457  -0.024
H: -1.586 -6.172 -4.485  0.081
H: -1.249 -7.867 -4.087  0.082
H: -1.749 -6.729 -2.811  0.087
H: 1.032 -8.352 -2.759  0.082
H: 0.530 -7.213 -1.484  0.085
H: 2.037 -6.942 -2.378  0.081
Cs: 4.344 4.087 2.083  0.547

The frontier orbital gap comes out at 1.649 eV. Its total energy is -283593.2705 eV. The value obtained for the max |F| is 3.55 eV Å⁻¹. The HOMO energy is -6.30 eV.